Version i
Entry from the OMol25 dataset: a cluster of 2 separate species, C5H7N4 in total (wB97M-V/def2-TZVPD).

E_LUMO: -5.329 eV
Total charge: +1
Multiplicity: 1
Frontier orbital gap: 7.42 eV

Last column: natural (NBO) charge in e.
Positions of all 16 atoms, in Å:
N (-0.9988, -0.9173, 2.7340)  -0.188
N (-0.8004, -0.0418, -1.5114)  -0.559
N (2.1998, -1.9301, 0.1462)  -0.728
N (-1.3064, 1.8057, -0.2823)  -0.539
C (1.6231, -0.7366, 0.1580)  0.053
C (0.4598, -0.4539, 0.7508)  0.020
C (-1.6620, 0.8112, -1.2619)  0.244
C (-0.3391, -0.7934, 1.7928)  0.112
C (-0.3412, 1.7140, 0.5390)  0.281
H (3.1485, -2.2146, -0.2831)  0.447
H (1.8768, -2.5124, 0.8450)  0.395
H (-0.1375, 2.5302, 1.0958)  0.186
H (-2.6656, 0.9976, -1.7867)  0.211
H (-1.1914, -0.8255, -2.0524)  0.389
H (2.0796, -0.0799, -0.4714)  0.239
H (-1.9450, 2.6468, -0.4124)  0.437

=====

Version ii
Entry from the OMol25 dataset: the ion C5H7N4 with charge +1 (wB97M-V/def2-TZVPD).

E_LUMO: -5.052 eV
Total charge: +1
Structure (SMILES): Cc1n[n+](C)cn1C#N
Multiplicity: 1
Frontier orbital gap: 10.87 eV

Last column: natural (NBO) charge in e.
Positions of all 16 atoms, in Å:
N (-0.4012, 0.6375, -0.8483)  -0.398
N (0.0132, -0.8639, 0.6707)  -0.225
N (-1.3319, 1.8425, -2.8184)  -0.152
N (1.1752, -0.3443, 0.3454)  -0.078
C (-0.9186, 1.2955, -1.8796)  0.363
C (1.0262, 0.5913, -0.5805)  0.287
C (2.3421, -0.6380, 1.0299)  -0.434
C (-2.4424, -0.3524, 0.3314)  -0.649
C (-0.9371, -0.2669, 0.0438)  0.455
H (-2.8288, -1.1086, -0.2968)  0.263
H (3.1005, 0.1560, 0.8739)  0.244
H (-3.0252, 0.6354, 0.0873)  0.269
H (2.7782, -1.4769, 0.6988)  0.245
H (1.6312, 1.3448, -1.0645)  0.279
H (2.2928, -0.8020, 2.0946)  0.270
H (-2.4742, -0.6500, 1.3122)  0.260

=====

Result of the stability comparison: version ii is the most stable of them.

=====

Version i
Entry from the OMol25 dataset: an isolated molecule of C23H29N3O4S (wB97M-V/def2-TZVPD).

E_LUMO: 0.688 eV
Structure (SMILES): COCCn1c(C)cc(C(=O)CSc2nc3ccccc3c(=O)n2[C@H](C)COC)c1C
Multiplicity: 1
Frontier orbital gap: 8.66 eV

Last column: natural (NBO) charge in e.
Positions of all 60 atoms, in Å:
S (2.3316, 2.7500, 0.0054)  0.287
O (3.4665, -1.9714, -1.0692)  -0.621
O (5.1776, 0.1983, 1.2002)  -0.544
O (-3.9123, -1.6675, -1.3183)  -0.546
O (0.0354, 2.5505, -1.7640)  -0.590
N (0.9032, 0.6776, 0.5668)  -0.565
N (-3.5517, 1.1684, 0.0080)  -0.334
N (2.9576, 0.1697, -0.4644)  -0.442
C (4.2463, 0.6678, -0.9421)  -0.051
C (6.1097, -0.4780, 2.0013)  -0.242
C (-2.5206, 1.4721, -0.8185)  0.264
C (2.0299, 1.0238, 0.0522)  0.349
C (5.3858, -0.0133, -0.1792)  -0.076
C (-4.4526, -1.1328, -0.1333)  -0.066
C (1.0808, -2.9640, 0.1432)  -0.136
C (0.6443, 3.2837, 0.4104)  -0.612
C (-2.4839, 1.0423, -2.2359)  -0.688
C (-0.3103, 2.6528, -0.6019)  0.593
C (-0.6042, -1.0380, 1.2581)  -0.246
C (-3.5885, -3.0310, -1.2220)  -0.247
C (-1.5887, 2.2113, -0.0936)  -0.260
C (-4.6975, 0.3700, -0.3350)  -0.234
C (-0.9189, -2.3741, 1.3348)  -0.182
C (-4.2628, 1.5342, 2.3932)  -0.642
C (-2.1133, 2.3418, 1.2249)  -0.263
C (0.5811, -0.6432, 0.6261)  0.268
C (1.4312, -1.6144, 0.0758)  -0.224
C (4.3738, 0.5015, -2.4521)  -0.625
C (-0.0844, -3.3405, 0.7709)  -0.250
C (-3.3100, 1.6919, 1.2603)  0.128
C (2.6890, -1.2018, -0.5375)  0.679
H (-1.8184, -2.6863, 1.8490)  0.208
H (4.2798, 1.7317, -0.6864)  0.225
H (3.5463, 1.0048, -2.9466)  0.226
H (-2.7147, -0.0175, -2.3211)  0.245
H (-4.9479, 0.5293, -1.3858)  0.232
H (0.4282, 3.0001, 1.4352)  0.244
H (-5.2111, 2.0319, 2.1852)  0.215
H (6.3419, 0.4311, -0.4960)  0.169
H (5.4083, -1.0868, -0.4051)  0.204
H (-5.5401, 0.6867, 0.2823)  0.216
H (4.3602, -0.5519, -2.7170)  0.240
H (0.6465, 4.3686, 0.2988)  0.249
H (-5.4028, -1.6389, 0.1018)  0.168
H (-1.4953, 1.2393, -2.6385)  0.271
H (5.3067, 0.9424, -2.7918)  0.213
H (-3.2115, 1.6035, -2.8250)  0.217
H (-4.4676, 0.4834, 2.5993)  0.211
H (6.0600, -1.5620, 1.8386)  0.169
H (-1.6676, 2.8628, 2.0482)  0.218
H (1.7492, -3.6905, -0.2936)  0.234
H (-3.8331, 1.9835, 3.2841)  0.235
H (7.1323, -0.1380, 1.7944)  0.162
H (5.8538, -0.2524, 3.0345)  0.194
H (-1.2366, -0.2752, 1.6845)  0.230
H (-2.8046, -3.1996, -0.4750)  0.175
H (-4.4701, -3.6291, -0.9598)  0.163
H (-3.7594, -1.2922, 0.7061)  0.173
H (-0.3523, -4.3848, 0.8362)  0.214
H (-3.2239, -3.3318, -2.2017)  0.199

=====

Version ii
Entry from the OMol25 dataset: an isolated molecule of C23H29N3O4S (wB97M-V/def2-TZVPD).

E_LUMO: 0.287 eV
Structure (SMILES): Cc1cccc(C(=O)N[C@H](C(=O)Nc2cccc(S(=O)(=O)N3CCCC3)c2)C(C)C)c1
Multiplicity: 1
Frontier orbital gap: 9.12 eV

Last column: natural (NBO) charge in e.
Positions of all 60 atoms, in Å:
S (3.9093, 2.3553, 0.9376)  2.326
O (0.5804, -1.7386, -0.9135)  -0.663
O (4.7428, 1.3127, 0.4180)  -0.938
O (4.4989, 3.6147, 1.2826)  -0.939
O (-1.7021, 1.4363, -3.0140)  -0.615
N (-1.5885, -1.4230, -1.4334)  -0.595
N (0.2895, 0.6541, -2.2216)  -0.646
N (3.2108, 1.7612, 2.3339)  -0.654
C (-0.1609, -2.9356, 1.5308)  -0.120
C (2.0971, 3.9522, -0.4003)  -0.215
C (0.8514, 2.0272, 2.4818)  -0.429
C (2.5716, 2.6662, -0.2228)  -0.320
C (-1.3471, -0.9766, -2.7970)  -0.139
C (-1.0122, -2.1102, 0.8031)  -0.160
C (2.2030, 2.6008, 2.9394)  -0.236
C (0.8833, 1.7926, -1.6809)  0.232
C (0.4000, 3.0854, -1.8730)  -0.241
C (-3.8467, -0.6658, -3.2614)  -0.622
C (-2.5353, -1.3076, -3.7133)  -0.211
C (-0.5995, -1.7483, -0.5772)  0.681
C (1.9991, 1.5929, -0.8663)  -0.257
C (1.0158, 4.1543, -1.2434)  -0.194
C (-2.2025, -0.8797, -5.1414)  -0.610
C (-0.4434, -3.2837, 2.8429)  -0.028
C (1.1453, 0.5452, 2.1925)  -0.433
C (-1.5997, -2.7791, 3.4275)  -0.188
C (-2.4427, -1.9399, 2.7196)  -0.205
C (2.6790, 0.4160, 2.2997)  -0.239
C (-2.1567, -1.6003, 1.4098)  -0.197
C (0.4708, -4.1915, 3.6045)  -0.630
C (-0.9664, 0.5208, -2.7222)  0.687
H (2.3715, 3.6326, 2.6373)  0.230
H (-4.6220, -0.8752, -3.9941)  0.217
H (2.3037, 2.5293, 4.0270)  0.200
H (0.0900, 2.1506, 3.2497)  0.215
H (0.7965, 0.2628, 1.2011)  0.218
H (-2.5429, -1.4075, -1.1137)  0.410
H (0.1629, -5.2283, 3.4658)  0.226
H (-2.1135, 0.2016, -5.1954)  0.225
H (-0.4579, 3.2419, -2.5059)  0.253
H (2.5869, 4.7651, 0.1107)  0.243
H (3.1381, -0.1214, 1.4726)  0.235
H (-3.3265, -1.5409, 3.1951)  0.218
H (-2.8073, -0.9130, 0.8882)  0.209
H (0.7592, -0.2154, -1.9576)  0.441
H (-4.1857, -1.0606, -2.3048)  0.186
H (2.4130, 0.6056, -0.7326)  0.242
H (0.6565, -0.1084, 2.9139)  0.215
H (-1.8354, -3.0355, 4.4502)  0.213
H (-2.6546, -2.3986, -3.6930)  0.207
H (0.5107, 2.5351, 1.5796)  0.215
H (0.6386, 5.1526, -1.4047)  0.221
H (0.7344, -3.2988, 1.0484)  0.225
H (-0.4664, -1.5231, -3.1597)  0.232
H (2.9581, -0.0827, 3.2332)  0.200
H (1.4939, -4.0942, 3.2502)  0.222
H (0.4393, -3.9717, 4.6689)  0.219
H (-1.2664, -1.3247, -5.4717)  0.207
H (-2.9906, -1.1951, -5.8201)  0.214
H (-3.7286, 0.4102, -3.1807)  0.245

=====

Result of the stability comparison: version ii is the most stable of them.

=====

Version i
Entry from the OMol25 dataset: an isolated molecule of C6H7NS (wB97M-V/def2-TZVPD).

E_LUMO: -0.004 eV
Structure (SMILES): S=C1C=CNC12CC2
Multiplicity: 1
Frontier orbital gap: 7.74 eV

Last column: natural (NBO) charge in e.
Positions of all 15 atoms, in Å:
S (-2.7822, -0.3541, -0.1349)  -0.231
N (1.2386, -0.4657, -0.3453)  -0.575
C (0.8624, -1.7434, -0.0403)  0.100
C (-1.0709, -0.6859, -0.0013)  0.003
C (-0.3077, 1.6625, -0.6688)  -0.396
C (-0.4316, -1.8932, 0.2436)  -0.403
C (0.0158, 1.6008, 0.7809)  -0.389
C (0.0288, 0.2919, -0.0953)  -0.011
H (2.3229, 0.0342, -0.6685)  0.454
H (1.1022, 1.5851, 1.2444)  0.223
H (-1.3236, 1.9324, -0.8148)  0.277
H (-1.0003, -2.7891, 0.2886)  0.244
H (0.5334, 1.9014, -1.2945)  0.222
H (1.5555, -2.6090, -0.2206)  0.222
H (-0.7432, 1.5319, 1.7270)  0.262

=====

Version ii
Entry from the OMol25 dataset: an isolated molecule of C6H7NS (wB97M-V/def2-TZVPD).

E_LUMO: 0.721 eV
Structure (SMILES): C[C@@]1(C#N)CC=CS1
Multiplicity: 1
Frontier orbital gap: 9.23 eV

Last column: natural (NBO) charge in e.
Positions of all 15 atoms, in Å:
S (-0.6231, 1.6106, -0.6418)  0.269
N (-3.0590, -0.8175, 0.8539)  -0.293
C (0.4484, -0.2679, 0.9971)  -0.395
C (0.9504, 1.8831, 0.0759)  -0.372
C (-0.3482, -1.0437, -1.4063)  -0.643
C (1.3048, 0.8729, 0.8649)  -0.222
C (-2.0864, -0.5553, 0.3012)  0.263
C (-0.7875, -0.2141, -0.2879)  -0.240
H (2.1580, 0.8203, 1.5045)  0.220
H (1.4193, 2.8157, 0.1265)  0.241
H (1.2211, -1.1184, 0.9278)  0.226
H (0.1135, -0.3206, 2.0196)  0.236
H (-0.3857, -2.1609, -1.2147)  0.238
H (0.6717, -0.6159, -1.8064)  0.240
H (-0.9975, -0.8883, -2.3142)  0.233

=====

Result of the stability comparison: version ii is the most stable of them.

=====

Version i
Entry from the OMol25 dataset: a structure of composition C18H20ClNO3S (wB97M-V/def2-TZVPD).

E_LUMO: 0.145 eV
Multiplicity: 1
Frontier orbital gap: 8.38 eV

Last column: natural (NBO) charge in e.
Positions of all 44 atoms, in Å:
Cl (4.6682, -3.3351, -3.6623)  0.120
S (2.0345, 0.2948, 0.4247)  0.348
O (-5.7796, 2.8359, 2.8348)  -0.459
O (-2.4482, -0.1256, -1.6924)  -0.549
O (-3.8279, 1.2276, 3.8915)  -0.512
N (-0.9078, -0.3330, -0.1577)  -0.646
C (4.7342, -2.1735, -2.5701)  -0.144
C (3.0015, -0.8607, 0.4448)  -0.670
C (-2.9094, 0.2860, 4.2554)  -0.230
C (6.0068, -1.4842, -2.4010)  -0.183
C (0.0624, -0.9323, -1.0728)  -0.232
C (3.9642, -2.0608, -1.2615)  -0.094
C (-4.8114, 2.4954, 0.6875)  -0.314
C (-2.1093, -0.0183, -0.6733)  0.694
C (6.0805, -0.4907, -1.3424)  -0.231
C (-4.8386, 2.2114, 1.9877)  0.257
C (-3.9630, 1.5852, -0.1971)  -0.105
C (3.9769, -1.1508, -0.3863)  -0.199
C (-3.7682, 1.3650, 2.4092)  0.314
C (-2.9219, 0.7416, 1.5657)  -0.306
C (1.3300, 0.2163, -1.2234)  -0.488
C (-2.9563, 0.6481, 0.3767)  -0.168
C (-6.6877, 3.5665, 2.4454)  -0.182
C (5.1222, -0.3232, -0.5080)  -0.149
H (2.8918, -2.8160, -1.5885)  0.176
H (-4.1868, 1.6389, -1.1896)  0.202
H (-2.9561, 0.5829, 5.6449)  0.162
H (1.9761, -0.3219, -1.9276)  0.219
H (-6.3434, 4.5338, 1.9065)  0.116
H (6.7558, -1.3998, -3.1365)  0.211
H (-3.0495, -0.7253, 4.0753)  0.177
H (-2.1810, 0.0779, 2.0064)  0.220
H (-1.7737, 0.7320, 4.0730)  0.170
H (-7.2437, 3.0777, 1.8829)  0.149
H (0.9582, 0.9173, -1.6230)  0.175
H (3.4067, -1.1754, 1.7232)  0.254
H (5.3602, 0.4824, 0.3607)  0.214
H (6.9219, 0.1869, -1.4240)  0.220
H (2.3484, -1.7280, 0.6367)  0.235
H (-5.6237, 2.6750, 0.1048)  0.221
H (-7.0317, 3.9398, 3.3014)  0.191
H (-0.7590, 0.1953, 0.5925)  0.389
H (-0.3715, -1.0006, -2.0824)  0.230
H (0.4328, -1.9208, -0.7777)  0.195

=====

Version ii
Entry from the OMol25 dataset: an isolated molecule of C18H20ClNO3S (wB97M-V/def2-TZVPD).

E_LUMO: 0.531 eV
Structure (SMILES): O=C(CCS(=O)(=O)Cc1cccc(Cl)c1)NCCc1ccccc1
Multiplicity: 1
Frontier orbital gap: 9.48 eV

Last column: natural (NBO) charge in e.
Positions of all 44 atoms, in Å:
Cl (3.7014, -3.3427, -1.0186)  0.036
S (1.6266, 2.2692, 0.1595)  2.189
O (-0.0729, -0.6473, -1.5630)  -0.624
O (0.3488, 3.1644, 0.1151)  -0.980
O (2.7211, 2.7420, 0.6536)  -0.952
N (-1.2452, 1.2072, -1.0853)  -0.597
C (-0.1837, 0.5412, -1.6505)  0.640
C (3.6380, -2.0954, 0.1681)  -0.023
C (-6.4631, -0.1959, 1.6767)  -0.260
C (2.4705, -1.2791, 0.3005)  -0.236
C (-2.3831, 0.1775, -0.5037)  -0.209
C (4.8353, -1.5883, 0.9155)  -0.258
C (4.7503, -0.5399, 1.5908)  -0.176
C (2.5211, -0.1377, 1.2024)  -0.040
C (-6.0384, -2.3870, 0.0159)  -0.173
C (1.1953, 0.7172, 1.3223)  -0.606
C (-3.8325, 0.6834, -1.0141)  -0.413
C (-4.8928, -0.1239, -0.2513)  -0.111
C (-5.1159, -1.3553, -0.5268)  -0.159
C (3.6444, 0.3580, 1.7883)  -0.210
C (1.8884, 1.7645, -1.4681)  -0.690
C (-5.4407, 0.3190, 0.9546)  -0.157
C (-6.8016, -1.5860, 1.1395)  -0.190
C (0.4897, 1.6371, -2.1646)  -0.418
H (-2.4252, 0.4990, 0.7709)  0.169
H (-2.2640, -0.8302, -0.3280)  0.237
H (0.7845, 1.0258, -3.2942)  0.220
H (2.5224, 2.4229, -1.7759)  0.244
H (0.2466, 0.3333, 1.0731)  0.245
H (-4.0431, 1.7756, -0.6498)  0.222
H (2.3865, 0.8599, -1.6506)  0.269
H (-7.3843, -2.4379, 1.8341)  0.201
H (0.0438, 2.4807, -2.3679)  0.232
H (5.6512, -0.1969, 2.2833)  0.210
H (-3.8830, 0.4222, -2.0476)  0.225
H (3.5079, 1.2508, 2.5631)  0.248
H (-4.6534, -1.8696, -1.5610)  0.186
H (-6.3564, -3.2407, -0.0754)  0.183
H (-1.3480, 2.0848, -0.9467)  0.395
H (1.6653, -1.2862, -0.2294)  0.227
H (-5.1519, 1.4778, 1.2273)  0.193
H (5.6945, -2.2074, 1.0647)  0.231
H (1.1814, 1.0753, 2.3673)  0.243
H (-6.9351, -0.0352, 2.6064)  0.239

=====

Result of the stability comparison: version ii is the most stable of them.

=====

Version i
Entry from the OMol25 dataset: a cluster of 2 separate species, C3H13N2OS2 in total (wB97M-V/def2-TZVPD).

E_LUMO: -2.892 eV
Total charge: +1
Multiplicity: 1
Frontier orbital gap: 9.71 eV

Last column: natural (NBO) charge in e.
Positions of all 21 atoms, in Å:
S (-1.4304, -0.9723, -1.6169)  0.150
S (-1.7626, 1.0602, -1.6508)  -0.132
O (3.2381, 2.3248, 0.1125)  -0.968
N (0.8791, 0.3640, 0.2515)  -0.710
N (1.6269, -0.3734, 2.6261)  -0.876
C (0.4512, -1.1194, 2.1799)  -0.235
C (-1.0331, -1.2351, 0.1400)  -0.589
C (0.3711, -1.0050, 0.6052)  -0.067
H (-0.4345, -0.6250, 2.5859)  0.200
H (0.1288, 0.9867, 0.5648)  0.421
H (-1.7374, -0.6563, 0.7589)  0.230
H (-1.3699, -2.2421, 0.3978)  0.271
H (2.8976, 3.1841, 0.4088)  0.483
H (4.0975, 2.2180, 0.5530)  0.491
H (-2.8368, 1.0693, -0.8644)  0.137
H (1.1106, 0.6710, -0.6852)  0.461
H (1.6182, 0.5504, 0.9572)  0.480
H (1.1183, -1.6749, 0.1786)  0.229
H (2.3191, -0.9492, 3.0955)  0.398
H (0.4194, -2.1671, 2.4642)  0.235
H (1.4720, 0.3475, 3.3266)  0.391

=====

Version ii
Entry from the OMol25 dataset: a cluster of 4 separate species, C3H13N2OS2 in total (wB97M-V/def2-TZVPD).

E_LUMO: -8.637 eV
Total charge: +1
Multiplicity: 1
Frontier orbital gap: 4.73 eV

Last column: natural (NBO) charge in e.
Positions of all 21 atoms, in Å:
S (-0.9824, 0.6983, -0.5743)  0.078
S (0.6440, 0.7236, -1.7932)  0.241
O (-0.5638, 1.1657, 2.5076)  -0.932
N (-2.7020, 2.4550, -2.6913)  -1.002
N (-0.3203, -2.1782, 0.1486)  -0.637
C (1.1282, -2.0974, 0.1080)  -0.296
C (1.5296, -1.2788, 1.3008)  -0.225
C (2.5366, -0.4061, 1.3949)  -0.326
H (-2.5065, 1.8861, -3.4935)  0.375
H (1.4984, -3.1293, 0.2234)  0.268
H (-0.7401, 1.1622, 1.5660)  0.446
H (1.0019, -1.5648, 2.2018)  0.231
H (1.5593, -1.7275, -0.8417)  0.206
H (3.1978, 0.1009, 0.7077)  0.211
H (-2.3454, 2.1019, -1.8253)  0.324
H (0.9388, 2.0310, -1.5623)  0.185
H (-3.6996, 2.5960, -2.5958)  0.385
H (-1.3379, 1.4290, 3.0272)  0.492
H (-0.7729, -2.5868, -0.6623)  0.394
H (2.6522, -0.0859, 2.4216)  0.222
H (-0.7159, -1.2949, 0.4320)  0.361

=====

Result of the stability comparison: version i is the most stable of them.